(1)
A cluster of 5 separate species, C37H66BrCl3F2N3O15P3S in total. Source: the OMol25 dataset; level of theory: wB97M-V/def2-TZVPD.

XYZ file:
```
131
Properties=species:S:1:pos:R:3:forces:R:3
Br 2.603 4.125 1.928 -0.4 0.2 0.0
Cl -0.335 1.883 -4.314 0.2 0.2 0.0
Cl 1.461 -2.270 2.515 0.0 0.3 0.3
Cl -3.657 -0.665 2.589 0.2 0.1 0.0
S -0.211 5.302 0.156 -0.2 0.9 1.0
P -3.017 1.310 2.498 -0.2 0.7 0.2
P 2.431 3.046 -0.650 2.3 0.1 -0.4
P 0.131 -1.199 1.240 0.2 -0.5 -1.9
F -2.529 3.912 -0.920 0.6 0.0 0.1
F -0.232 4.985 -1.383 0.0 -0.1 -0.1
O 3.006 -0.343 -1.087 0.3 0.1 -0.2
O 2.332 4.559 -1.189 -0.8 -0.2 0.3
O -5.933 3.856 -0.492 0.0 -0.1 -0.1
O 1.575 -5.309 -7.451 0.0 -0.1 -0.1
O -0.932 -5.539 0.491 -0.1 0.1 0.1
O 1.864 2.181 -1.862 -0.6 0.5 -0.2
O -0.137 5.133 2.846 0.2 -0.5 -0.6
O 1.897 0.156 -0.356 -0.2 0.0 0.1
O -0.925 3.058 3.116 0.5 0.3 -0.7
O -1.471 5.869 0.461 -0.3 -0.4 -0.4
O -1.201 -2.008 1.709 0.0 0.3 0.5
O 0.929 6.085 0.417 0.4 -0.3 -0.4
O 2.890 -3.399 -2.548 0.0 0.1 0.1
O -2.738 1.532 4.070 -0.1 -0.2 0.0
O -1.813 0.317 0.521 0.2 0.5 -0.4
N 3.222 3.189 7.575 -0.6 0.5 -0.6
N -1.198 2.590 0.508 0.8 -0.1 -0.6
N 3.930 2.697 -0.418 -0.4 -0.7 -0.3
C 1.807 2.280 4.289 0.9 0.5 0.9
C -3.298 4.032 1.300 -0.5 0.4 0.9
C 1.381 1.435 1.711 0.4 -0.3 -0.2
C -2.564 3.201 0.267 -1.7 0.5 -0.4
C 4.090 -3.762 -3.238 0.0 0.1 -0.1
C 1.349 2.898 0.958 -0.2 0.5 -0.4
C -0.264 0.284 3.433 -0.2 0.3 0.6
C -7.576 5.230 -1.494 0.1 0.1 0.0
C -7.158 4.537 -0.205 -0.1 -0.1 0.0
C 2.301 -4.940 -4.243 0.1 0.2 0.0
C 3.080 2.545 5.128 -0.3 0.0 -0.2
C -1.694 1.550 -1.935 0.1 -0.4 -0.4
C -1.656 2.370 -3.229 -0.8 -0.2 0.2
C -0.729 -6.754 -0.235 -0.1 0.0 -0.1
C -0.717 2.024 -0.847 0.4 0.8 -1.2
C -0.103 3.586 0.960 0.7 0.1 0.7
C -0.986 -7.891 0.744 0.1 0.0 0.1
C -7.014 4.283 -2.553 -0.1 -0.1 0.0
C -0.019 0.655 1.952 0.3 -0.3 1.4
C 2.209 1.489 3.042 -0.3 -0.3 0.7
C 3.794 -5.076 -3.948 -0.1 -0.1 0.1
C -1.560 -5.829 1.748 0.2 0.0 0.1
C -1.340 1.305 1.450 -0.9 -2.2 -0.4
C 1.806 -4.218 -2.997 0.0 -0.1 0.1
C 2.488 -6.995 -8.835 0.0 -0.1 0.1
C -5.709 3.842 -1.905 0.1 0.1 0.0
C -2.033 -7.274 1.668 -0.1 0.0 -0.1
C -0.384 3.993 2.476 -1.3 0.2 1.2
C 0.495 -6.125 -7.910 0.0 -0.1 0.1
C 2.806 3.578 6.231 0.7 -0.2 -0.4
C 4.017 2.181 9.367 0.3 -0.4 0.4
C 2.779 -5.680 -8.125 0.0 0.1 -0.1
C 3.790 2.038 8.029 0.0 -0.1 -0.3
C 1.000 -6.854 -9.148 0.0 0.1 -0.1
C 3.577 3.467 9.737 0.0 0.1 0.4
C 2.359 0.529 0.928 1.1 -0.4 0.2
C 3.084 4.057 8.609 0.1 0.2 0.6
H 0.862 -6.232 -10.035 0.0 0.0 0.0
H -1.408 0.538 -2.227 0.0 -0.1 0.2
H 3.623 3.926 10.709 0.0 -0.1 0.1
H 1.797 -5.891 -4.410 0.0 0.0 0.0
H 3.243 1.732 2.807 -0.1 0.3 -0.3
H -2.723 0.469 0.229 -0.1 -0.1 0.2
H -6.866 4.749 -3.525 0.0 0.0 0.0
H -2.094 -7.751 2.645 0.0 0.0 0.0
H 0.563 -0.246 3.890 0.1 -0.1 -0.2
H 0.073 1.294 -0.715 -0.3 -0.2 0.6
H 1.554 -4.924 -2.198 0.0 0.0 0.0
H 2.649 -7.835 -8.155 0.0 0.0 0.0
H -1.317 -8.804 0.252 0.0 0.0 0.0
H 4.002 1.209 7.381 0.0 0.0 0.0
H 2.893 4.575 -1.975 -0.1 0.2 -0.1
H -8.653 5.378 -1.563 0.0 0.0 0.0
H 1.756 3.872 6.217 -0.1 -0.2 0.2
H 2.320 0.458 3.386 -0.2 -0.1 -0.2
H 3.967 -5.917 -3.272 0.0 0.0 0.0
H -5.402 2.838 -2.210 0.0 0.0 0.1
H 3.877 2.923 4.484 0.0 0.0 0.0
H -2.377 -5.126 1.918 0.0 0.0 -0.1
H -3.019 -7.324 1.202 0.0 0.0 0.0
H 1.168 1.729 4.975 -0.3 -0.1 -0.3
H 4.476 1.437 9.996 0.0 0.0 0.1
H -7.092 6.206 -1.572 0.0 0.0 0.0
H 3.341 0.997 0.842 -0.3 0.5 -0.3
H 2.621 1.758 -2.291 0.0 -0.3 0.2
H 4.547 3.484 -0.548 0.1 0.1 0.4
H 2.150 -4.321 -5.127 0.0 0.0 0.0
H -1.118 -0.393 3.511 0.0 0.0 -0.1
H -4.897 4.539 -2.135 0.0 0.0 -0.1
H 2.616 -0.362 1.505 -0.5 -0.1 0.1
H -0.370 -5.493 -8.112 0.0 0.0 0.0
H -3.503 1.974 4.458 0.1 0.1 0.1
H 1.353 3.254 4.144 -0.2 -0.2 -0.4
H 0.494 -7.803 -9.316 0.0 0.0 0.0
H -0.207 2.853 -1.325 -0.1 0.1 0.3
H -3.242 2.401 -0.021 0.4 -0.5 0.5
H 4.907 -3.840 -2.520 0.0 0.0 0.0
H -7.902 3.796 0.107 0.0 0.0 0.0
H -2.822 4.176 2.265 0.3 0.0 -0.1
H 0.230 -6.831 -7.115 0.0 0.0 0.0
H -0.078 -8.116 1.307 0.0 0.0 0.0
H 2.650 5.039 8.526 0.0 0.0 -0.4
H 3.111 -7.146 -9.715 0.0 0.0 0.0
H -7.682 3.428 -2.682 0.0 0.0 0.0
H -0.473 1.140 4.058 -0.1 0.1 -0.2
H 4.406 -5.222 -4.836 0.0 0.0 0.0
H 3.383 4.470 5.980 -0.1 0.1 0.0
H -1.652 3.439 -3.049 0.4 0.0 -0.1
H -4.257 3.562 1.508 0.1 -0.2 -0.2
H 0.284 -6.763 -0.640 0.0 0.1 0.0
H 2.897 -1.309 -1.068 -0.3 -0.1 0.0
H -6.996 5.233 0.619 0.1 0.0 0.0
H -0.818 -5.696 2.541 0.0 0.0 0.0
H -1.437 -6.782 -1.070 0.0 -0.1 0.0
H -1.203 -2.816 1.176 -0.1 -0.1 0.0
H -3.552 5.013 0.917 0.4 0.0 -0.3
H -2.743 1.471 -1.658 0.0 0.1 0.2
H 3.588 -5.759 -7.397 0.0 0.0 0.0
H -2.574 2.150 -3.772 0.1 0.0 -0.1
H 3.430 1.595 5.530 0.0 0.0 0.0
H 3.033 -4.891 -8.841 0.1 0.0 0.0
H 4.331 -2.970 -3.954 0.0 0.0 0.0
H 0.936 -3.589 -3.188 0.0 0.1 0.0
```
Positions in Å, forces in eV/Å.

Summary:
multiplicity = 1
DFT total energy = -8318.60625 Ha
net charge = 0



(2)
A cluster of 16 separate species, C37H66Cl10F21N3O17S in total. Source: the OMol25 dataset; level of theory: wB97M-V/def2-TZVPD.

XYZ file:
```
155
Properties=species:S:1:pos:R:3:forces:R:3
Cl -5.903 -2.778 -2.334 0.3 0.4 0.2
Cl -4.118 0.923 -2.853 0.3 -0.6 -0.8
Cl -4.782 1.334 5.520 -0.5 0.2 0.4
Cl -1.131 4.220 -0.752 -0.9 0.4 -0.5
Cl -2.068 6.592 -2.941 -0.1 0.5 -0.4
Cl -4.065 0.004 2.511 -0.4 0.1 -0.1
Cl 5.732 -6.077 -3.617 -0.1 0.1 0.3
Cl 2.317 -3.337 -3.681 -0.6 1.1 -0.9
Cl -4.929 -4.257 0.602 0.1 -0.1 -0.1
Cl -2.476 1.920 -5.623 -0.1 0.1 -0.2
S 0.151 0.433 -0.058 1.1 0.3 2.8
F -1.112 -1.875 -0.628 0.3 -0.2 -0.4
F -6.497 2.300 -1.648 -1.5 0.0 0.7
F -0.525 -0.703 -2.410 -0.1 -0.6 0.7
F 0.794 3.027 -4.972 0.1 -0.7 0.5
F -1.195 -6.209 -3.422 -0.7 0.9 -0.2
F -6.410 4.368 -1.409 0.3 2.3 -1.1
F -0.008 2.137 -3.113 0.2 -0.2 -0.6
F 0.406 -4.050 5.372 0.2 2.0 -0.1
F 4.001 -1.418 1.131 -0.3 -1.4 1.0
F 0.983 -1.711 -1.253 1.0 -1.5 -0.2
F 7.681 1.171 1.869 -0.5 -0.2 -0.1
F -0.270 -2.259 6.427 -2.1 0.1 1.4
F 4.689 -2.802 2.697 0.1 0.5 0.6
F -0.771 -4.300 -2.536 1.1 0.4 1.3
F 6.185 2.560 2.615 0.2 -0.5 -1.5
F -2.718 -5.185 -2.204 0.8 0.2 -1.3
F -8.372 3.500 -1.015 2.1 -0.9 -0.2
F 2.697 -1.834 2.797 0.3 0.0 0.9
F 1.001 4.004 -3.106 0.2 1.7 1.0
F 5.594 0.577 2.120 0.1 -0.2 -0.9
F 0.081 -2.102 4.327 0.0 -0.6 -0.1
O -5.338 3.202 0.839 1.0 -0.2 -0.2
O -3.478 -4.181 -4.549 4.5 -0.8 3.1
O 1.129 1.318 -0.666 0.7 -1.8 -1.1
O 2.033 -0.882 5.819 -0.9 -4.1 0.1
O 2.391 0.919 -3.872 -1.0 0.5 -1.2
O 0.569 -0.114 1.267 -0.5 -0.3 -2.6
O 3.254 2.654 -2.670 -2.5 -1.1 -2.2
O -0.432 3.108 3.726 0.8 0.5 -0.3
O 3.663 -4.201 0.330 -2.5 2.7 4.3
O 1.726 -3.920 1.618 2.6 2.7 0.4
O 2.707 -3.022 6.247 -3.2 -0.5 -0.9
O 5.090 1.917 -0.339 3.4 0.3 1.7
O -1.302 -3.425 -4.809 -0.2 -0.6 -0.3
O -7.515 3.241 1.393 0.6 -1.0 -0.2
O 2.902 3.273 2.874 -1.9 0.4 -0.9
O 7.368 2.476 -0.369 -2.2 -1.4 2.8
O -1.053 1.186 0.044 -2.5 -0.5 -0.5
N -2.378 2.743 1.720 -1.9 1.3 0.2
N 1.338 1.092 3.610 -0.6 -1.8 0.8
N 2.598 3.260 0.131 0.6 0.7 -0.8
C -2.079 -4.161 -4.285 -3.6 1.7 -1.8
C -3.751 -0.154 -4.274 0.3 0.1 -0.9
C -3.337 -0.405 4.053 1.3 0.2 2.0
C -3.796 -3.832 -5.826 -3.1 0.6 -1.4
C 7.319 2.848 -1.743 -1.4 0.9 -0.2
C -3.176 0.764 5.051 -0.1 0.3 -1.3
C -0.401 -4.866 1.767 -0.2 -0.6 0.5
C 3.621 -2.384 2.040 -0.4 0.0 -2.3
C 2.366 2.143 -3.378 2.6 0.2 2.5
C 6.393 1.545 1.716 0.9 1.5 1.7
C 3.964 -2.603 6.622 2.0 -0.1 0.0
C -7.006 3.332 -0.921 -0.1 -0.7 0.6
C -4.347 -2.700 0.001 -1.5 1.9 -0.8
C -2.740 4.394 -1.583 -0.8 -0.6 0.5
C 1.008 2.832 -3.640 -0.2 -0.7 -1.0
C 8.677 3.304 -2.107 1.8 -0.2 -0.3
C 3.031 -3.616 1.276 -0.4 -3.2 -4.9
C 4.876 -3.816 6.576 0.4 0.2 0.3
C 0.765 -4.644 0.839 0.9 -1.3 0.1
C 3.424 -4.580 -3.219 0.6 -1.7 0.8
C 4.652 -4.769 -4.127 -0.9 0.9 -0.2
C -2.470 0.260 -5.048 -0.1 -0.8 1.9
C -5.504 -1.911 -0.804 0.9 -1.3 0.7
C 3.485 0.067 -3.618 2.4 -0.4 1.3
C 6.187 2.008 0.238 -1.1 0.4 -3.0
C -6.788 4.079 3.584 0.7 -0.8 -0.5
C 1.818 -2.123 5.855 3.7 3.8 0.0
C 1.989 4.320 3.298 0.7 -3.3 0.8
C -6.488 3.242 0.547 -2.1 -0.4 0.8
C -5.330 -3.523 -5.721 0.6 -0.6 -0.9
C 4.856 0.500 -4.243 -1.2 0.4 -0.7
C 0.398 4.141 3.177 0.6 -0.7 -0.4
C -0.162 -1.122 -1.174 -0.4 3.4 0.6
C -7.236 2.816 2.769 -0.8 1.7 1.0
C -2.675 4.943 -2.973 0.6 -0.9 -0.3
C -1.718 -4.986 -3.120 0.0 -2.1 2.3
C 0.493 -2.670 5.466 -0.1 -1.5 -1.1
H -7.076 4.987 3.054 -0.2 -0.1 0.0
H -2.212 -0.445 -5.838 -0.5 0.2 -0.2
H -5.461 -2.452 -5.565 -0.3 -0.2 0.0
H 2.212 5.246 2.769 -0.1 0.5 0.0
H -3.259 3.436 -1.622 0.7 -0.5 -0.1
H -3.441 -2.798 -0.596 -0.3 -0.3 -0.1
H -1.679 0.140 -4.308 0.3 0.4 -0.2
H 2.814 -5.483 -3.242 0.3 -0.2 0.2
H -4.609 -0.186 -4.945 -0.2 0.4 0.3
H 6.909 2.000 -2.291 0.1 0.2 -0.3
H -0.077 -5.625 2.479 -0.3 -0.3 0.0
H 8.937 3.362 -3.164 -0.6 -0.4 -0.2
H 4.325 -1.889 5.881 0.0 0.3 0.3
H -2.043 2.268 0.894 0.1 -0.4 -0.7
H 2.215 4.036 -0.389 0.0 -0.1 -0.6
H 4.933 -4.274 5.588 0.0 0.3 -0.1
H -4.111 -2.071 0.860 0.0 -0.2 0.0
H -6.443 -1.887 -0.250 0.2 -0.2 0.2
H -2.016 4.334 -3.592 0.4 0.1 0.2
H 5.854 -3.417 6.844 0.2 -0.4 0.0
H 3.522 -0.044 -2.534 0.5 0.5 0.3
H -3.632 -1.172 -3.903 0.2 0.1 0.2
H -6.582 1.947 2.842 0.3 0.3 -0.4
H -5.242 -0.878 -1.034 0.4 -0.2 -0.1
H -5.700 4.082 3.648 0.0 0.1 0.0
H -7.165 4.141 4.605 -0.2 -0.3 -0.1
H 5.648 -0.226 -4.065 -0.1 0.1 0.3
H -1.282 -5.197 1.217 0.1 -0.2 0.0
H -3.363 -2.904 -6.200 0.7 -0.3 0.0
H -2.676 1.617 4.591 0.2 0.0 0.0
H 4.622 -4.622 7.263 -0.2 0.3 0.2
H 1.119 0.612 2.749 0.4 0.0 -0.8
H 0.226 4.084 2.103 0.0 0.4 -0.9
H 0.496 -4.274 -0.150 0.4 0.9 0.2
H -2.617 0.505 5.950 -0.1 -0.3 -0.2
H 8.928 4.312 -1.775 -0.2 -0.1 0.6
H -5.821 -3.868 -6.631 -0.1 0.5 -0.2
H -3.889 -1.162 4.610 -0.2 -0.2 -0.7
H -2.323 -0.757 3.862 -0.1 -0.2 -0.2
H 5.184 -3.817 -4.140 0.3 -0.2 -0.2
H 5.176 1.525 -4.053 0.0 -0.2 0.9
H -5.823 -4.082 -4.926 0.3 0.1 0.2
H -2.649 3.706 1.583 0.4 0.4 -0.7
H 0.172 5.163 3.482 -1.0 0.3 0.3
H 0.551 1.704 3.776 -1.6 1.8 0.2
H 3.293 -0.974 -3.878 -0.7 0.5 -0.9
H 6.671 3.722 -1.816 -0.6 -0.3 -0.2
H -1.646 2.797 2.414 1.9 -0.1 2.0
H 4.743 0.563 -5.325 -0.2 -0.5 -0.3
H 4.330 -5.035 -5.133 0.0 0.2 0.1
H 3.595 3.158 0.006 0.4 0.5 0.1
H -3.573 -4.721 -6.416 -0.1 0.4 -0.7
H -0.717 -4.050 2.416 0.3 0.5 -0.5
H 3.677 -4.347 -2.184 0.3 -0.3 -0.1
H -3.624 4.805 -3.490 -0.3 0.7 0.3
H 1.301 -5.579 0.672 -0.5 -0.4 -0.4
H 1.334 0.404 4.349 0.6 -0.1 0.4
H 2.248 2.357 -0.158 -0.9 -0.4 -0.3
H 3.924 -2.167 7.620 0.1 0.2 -0.1
H 2.262 4.370 4.352 -0.4 1.0 0.5
H 2.115 1.737 3.585 1.6 1.1 -0.6
H 9.360 2.579 -1.666 0.4 0.2 0.0
H -8.213 2.495 3.129 0.0 0.0 -0.2
H -3.444 4.945 -0.959 0.5 0.6 0.2
H 2.390 3.405 1.108 0.5 -0.2 2.4
H -3.234 2.376 2.110 0.0 -0.9 0.1
```
Positions in Å, forces in eV/Å.

Summary:
multiplicity = 1
DFT total energy = -9990.02052 Ha
net charge = 0



(3)
A cluster of 9 separate species, C37H67BIN8O2 in total. Source: the OMol25 dataset; level of theory: wB97M-V/def2-TZVPD.

XYZ file:
```
116
Properties=species:S:1:pos:R:3:forces:R:3
I -1.935 -0.735 3.003 0.0 -0.1 -0.1
O 0.036 -3.611 4.491 0.0 -0.4 0.0
O 2.229 -2.987 4.040 1.2 0.4 0.5
N 3.566 7.863 2.109 0.4 0.0 0.2
N -3.838 -1.508 -5.823 -0.1 0.1 -0.2
N -2.360 1.156 -0.631 0.0 0.0 -0.1
N -1.159 5.805 -1.380 0.1 0.0 0.1
N 5.470 -5.682 -2.113 -0.1 0.1 0.1
N 0.115 -5.482 -5.856 0.2 -0.1 -0.3
N 0.776 4.970 4.603 -0.1 0.3 0.1
N -0.894 -3.333 -0.578 0.8 0.1 -2.9
C -5.332 2.485 1.135 0.0 0.0 0.0
C 4.543 7.427 5.682 0.0 0.0 0.0
C -2.069 -3.161 -3.842 -0.1 -0.3 0.0
C -0.261 -8.891 -4.448 0.0 0.0 0.0
C 4.335 6.085 4.988 0.0 0.2 0.3
C -0.060 7.310 5.435 0.0 -0.2 0.2
C -4.103 3.353 1.380 -0.2 -0.1 0.1
C 4.128 7.083 2.739 0.2 -0.1 -0.2
C -3.220 3.505 0.137 -0.1 -0.3 0.3
C 0.046 -8.938 -5.941 -0.1 -0.1 0.2
C -2.188 6.301 6.403 0.0 0.0 0.0
C 0.982 5.472 1.321 -0.1 0.2 0.2
C -0.792 -2.114 1.754 1.1 -0.7 -0.4
C -0.178 5.516 -0.856 0.2 -0.1 -0.2
C -3.888 -1.632 -8.439 0.3 0.0 0.1
C 1.056 -7.869 -6.373 -0.3 0.0 0.0
C 3.457 -4.680 0.537 -0.3 -0.1 0.1
C 0.534 -6.526 -6.088 0.2 0.0 -0.1
C 0.754 6.948 1.604 -0.3 0.1 -0.2
C 0.665 -2.231 2.280 -1.2 0.1 0.7
C -1.904 -0.047 -8.640 0.0 0.0 0.0
C -1.541 -3.458 1.663 -1.5 0.7 2.0
C 1.867 -2.298 5.193 -2.1 -0.4 -0.1
C 0.410 6.001 4.958 0.1 -0.1 -0.1
C -2.187 -4.679 -3.795 0.0 -0.1 0.1
C 4.842 6.078 3.542 -0.3 0.1 0.1
C 2.319 -5.450 -0.119 0.0 -0.1 -0.1
C 4.982 -4.926 -1.397 0.1 0.2 -0.1
C 1.073 5.151 -0.175 -0.2 0.0 0.2
C 4.355 -3.962 -0.477 0.0 -0.3 0.1
C -0.863 -3.032 -1.690 0.2 0.1 0.0
C -2.731 2.190 -0.299 0.1 0.2 -0.2
C -3.868 -1.561 -6.971 -0.2 -0.1 -0.1
C -2.482 -1.410 -9.005 0.2 0.2 -0.1
C -0.824 -2.651 -3.110 -0.3 0.0 0.1
C 0.652 -3.181 5.680 0.1 0.8 0.0
C -0.945 7.142 6.674 -0.3 -0.1 0.1
B 0.963 -3.454 3.350 1.7 0.6 0.3
H 4.684 5.096 3.094 0.0 0.0 -0.1
H 5.143 -3.414 0.042 0.0 0.0 -0.1
H -4.578 -0.876 -8.819 0.0 0.0 0.0
H -0.369 6.678 7.477 0.1 0.1 0.0
H 5.911 6.297 3.508 0.0 0.0 -0.1
H -2.796 6.743 5.610 0.0 0.0 0.0
H 1.250 4.084 -0.320 0.0 0.0 -0.1
H -0.917 0.079 -9.086 0.0 0.0 0.0
H 0.173 4.895 1.773 0.1 -0.1 0.0
H 0.733 7.118 2.679 0.1 0.1 0.0
H -2.026 -2.838 -4.880 0.1 0.1 0.1
H 2.694 -6.247 -0.768 0.0 0.1 0.0
H -2.964 -2.716 -3.407 0.1 0.1 0.0
H -1.790 0.063 -7.561 -0.1 0.0 0.0
H -1.956 -3.706 2.657 0.5 0.0 -0.2
H 2.663 -2.148 5.938 0.0 -0.3 -0.3
H -1.927 5.284 6.108 0.0 0.0 0.0
H -0.720 -7.943 -4.162 0.1 0.0 0.0
H 3.984 8.225 5.188 0.1 0.0 -0.1
H -3.065 -5.013 -4.352 0.0 0.0 0.0
H 3.035 -3.943 1.222 0.1 0.0 0.0
H 0.646 -9.025 -3.856 0.0 0.0 0.0
H 1.382 -2.304 1.442 -0.4 0.0 0.0
H -0.614 7.799 4.631 0.0 0.0 0.0
H 4.857 5.307 5.548 0.0 -0.1 -0.1
H -5.948 2.895 0.330 0.0 0.0 0.0
H -0.764 -1.564 -3.177 0.0 0.0 0.1
H -5.052 1.465 0.868 0.0 0.0 0.0
H -4.264 -2.612 -8.736 -0.1 0.0 0.1
H -2.520 -1.504 -10.092 -0.1 -0.1 0.0
H -4.425 4.346 1.707 0.1 0.0 -0.1
H -3.780 3.964 -0.679 0.1 0.0 0.0
H -2.545 0.760 -9.001 0.0 0.0 0.0
H -3.519 2.920 2.195 0.1 0.0 -0.1
H -0.199 7.297 1.198 0.0 -0.1 0.0
H -5.945 2.429 2.035 0.0 0.0 0.0
H 3.274 5.834 5.004 0.0 -0.1 -0.1
H 0.890 -1.285 2.800 0.2 -0.3 -0.2
H 4.054 -5.370 1.137 0.1 0.1 0.0
H 3.773 -3.248 -1.062 0.0 0.0 0.0
H 1.256 -7.947 -7.443 0.0 0.1 0.0
H 1.547 7.559 1.183 -0.1 0.0 0.0
H 1.909 5.158 1.805 0.0 -0.1 -0.1
H 1.375 -4.479 2.809 -0.7 -0.4 -0.2
H 1.689 -4.787 -0.718 0.0 0.0 0.1
H 1.050 -3.968 6.357 -0.3 -0.2 -0.5
H -1.251 8.129 7.026 0.1 0.0 0.0
H -1.302 -5.143 -4.237 -0.3 0.1 0.2
H -2.296 -5.041 -2.770 0.0 0.1 0.0
H -0.883 -8.812 -6.501 0.1 0.0 -0.1
H 0.808 7.928 5.670 0.0 0.0 -0.1
H -0.936 -4.268 1.278 0.0 0.1 0.5
H 2.001 -7.999 -5.843 0.0 0.1 0.0
H 0.077 -3.071 -3.561 0.0 0.0 0.0
H 0.443 -9.923 -6.195 0.1 0.1 -0.1
H -2.419 -3.308 1.020 0.2 -0.3 0.1
H -0.768 -1.627 0.777 -0.4 0.2 0.4
H -2.803 6.231 7.301 0.0 0.0 0.0
H 5.599 7.705 5.694 0.0 0.0 0.0
H 1.693 -5.914 0.642 0.0 0.1 0.0
H 1.401 -1.308 4.982 0.4 0.0 -0.1
H -1.812 -2.191 -8.639 -0.1 -0.1 0.0
H -0.960 -9.684 -4.179 0.0 0.0 0.0
H -2.365 4.142 0.356 0.0 0.0 -0.1
H 4.195 7.377 6.715 0.0 0.0 0.0
H 1.898 5.698 -0.635 0.0 0.0 0.0
H -0.149 -2.631 6.210 0.6 0.1 0.3
```
Positions in Å, forces in eV/Å.

Summary:
multiplicity = 1
DFT total energy = -2361.09139 Ha
net charge = -1



Calculated values (Eh/bohr) of strongest force on any atom for the records, taken in order: 0.046; 0.113; 0.059.